# 1
C29H23CdNPSe3Te | the ωB97M-V functional and the def2-TZVPD basis

Output
E_HOMO, eV: -3.724
Charge: -1

Positions of all 59 atoms, in Å:
Cd (0.10218, 0.53170, -2.71763)
C (-3.45394, -2.15529, -0.74503)
C (-4.30312, -1.17037, -0.26058)
C (-4.01711, 0.15750, -0.51590)
C (-2.85307, 0.49749, -1.21730)
N (-2.05611, -0.46922, -1.68418)
C (-2.35544, -1.74508, -1.48066)
C (-2.41213, 1.90269, -1.41940)
C (-3.22723, 2.96317, -1.00932)
C (-2.79623, 4.27335, -1.11397)
C (-1.54576, 4.53938, -1.65303)
C (-0.75384, 3.49132, -2.10360)
C (-1.15809, 2.16102, -1.99630)
H (-3.63243, -3.20523, -0.55806)
H (-5.17881, -1.43638, 0.31942)
H (-4.68481, 0.91978, -0.14405)
H (-1.67727, -2.46414, -1.92937)
H (-4.21894, 2.78460, -0.61141)
H (-3.43412, 5.08108, -0.77519)
H (-1.19634, 5.56324, -1.73134)
H (0.20915, 3.72512, -2.54690)
Se (2.75349, 1.16714, -3.16286)
Se (2.29071, 1.14891, -5.44480)
Te (1.75206, -1.26011, -5.88402)
Se (-0.44244, -1.52182, -4.69798)
C (5.25311, -0.76970, 2.72133)
C (4.00180, -0.85213, 3.31867)
C (2.85588, -0.62705, 2.57237)
C (2.95045, -0.32164, 1.21626)
C (4.20877, -0.23004, 0.62611)
C (5.35575, -0.45389, 1.37510)
P (1.48709, -0.03879, 0.13120)
C (0.96257, -1.79229, -0.04570)
C (1.20031, -2.37119, -1.29256)
C (0.85756, -3.69426, -1.53588)
C (0.27720, -4.45119, -0.52973)
C (0.06419, -3.89182, 0.72482)
C (0.41080, -2.57285, 0.96973)
C (0.35768, 0.72808, 1.35019)
C (-0.92368, 0.28151, 1.65470)
C (-1.74962, 1.03464, 2.47830)
C (-1.31027, 2.23710, 3.00436)
C (-0.03020, 2.68891, 2.71271)
C (0.79214, 1.94299, 1.88785)
H (6.14624, -0.94642, 3.30793)
H (3.92190, -1.09363, 4.37190)
H (1.88448, -0.67488, 3.04964)
H (4.27978, 0.02745, -0.42564)
H (6.33001, -0.37729, 0.90870)
H (1.67274, -1.78912, -2.07859)
H (1.03180, -4.12173, -2.51425)
H (-0.00500, -5.47978, -0.71923)
H (-0.36729, -4.49149, 1.51793)
H (0.25656, -2.15382, 1.95648)
H (-1.27509, -0.65848, 1.25168)
H (-2.75060, 0.68588, 2.70015)
H (-1.96853, 2.82135, 3.63554)
H (0.32315, 3.62377, 3.12969)
H (1.78796, 2.30199, 1.65171)



# 2
C29H39Cl2F4N8NaS2 | the ωB97M-V functional and the def2-TZVPD basis

Output
E_HOMO, eV: -6.229

Positions of all 85 atoms, in Å:
Na (-0.24718, 0.62420, -0.21169)
C (-3.25914, -0.09794, 1.11075)
N (-1.95133, -0.37337, 1.68150)
C (-1.87432, -1.75278, 2.12579)
C (-1.66502, 0.52157, 2.80391)
C (-1.70280, 2.00611, 2.44647)
N (-0.95786, 2.24246, 1.23314)
C (-1.27495, 3.27351, 0.44781)
C (-0.57784, 3.42099, -0.78918)
F (0.39789, 2.49681, -1.06961)
C (-0.83350, 4.37322, -1.73610)
F (-0.11138, 4.33636, -2.88287)
C (-1.80732, 5.34077, -1.56646)
C (-2.48413, 5.26823, -0.36379)
F (-3.43480, 6.18531, -0.09592)
C (-2.24536, 4.30771, 0.59682)
F (-2.96447, 4.41134, 1.74564)
H (-4.06854, -0.23365, 1.84721)
H (-3.44378, -0.77664, 0.27640)
H (-3.29722, 0.92465, 0.73825)
H (-2.61793, -1.97260, 2.91014)
H (-0.88000, -1.95055, 2.53098)
H (-2.03565, -2.42700, 1.28530)
H (-0.68103, 0.24227, 3.19073)
H (-2.38259, 0.33712, 3.62509)
H (-1.28160, 2.53989, 3.31234)
H (-2.74730, 2.32034, 2.39586)
H (-2.01641, 6.09453, -2.30718)
Cl (0.82165, 0.04592, -2.96454)
C (-0.52986, 0.99359, -3.61685)
Cl (-1.99289, 0.91437, -2.59659)
H (-0.79230, 0.59480, -4.58884)
H (-0.22055, 2.03122, -3.65885)
S (1.34833, -2.09578, 0.30683)
C (0.79895, -3.51964, -0.32357)
N (1.19085, -4.72951, 0.06505)
C (0.81104, -5.92708, -0.68156)
C (0.82048, -5.58642, -2.14853)
N (-0.10746, -4.48105, -2.36369)
C (-0.91757, -4.55650, -3.58238)
C (-1.93094, -5.66973, -3.49962)
C (-2.87853, -5.67378, -2.47743)
C (-3.79762, -6.70545, -2.38601)
C (-3.78384, -7.74144, -3.31322)
C (-2.84516, -7.74162, -4.33181)
C (-1.92002, -6.70800, -4.42085)
C (-0.24860, -3.50314, -1.46628)
S (-1.40668, -2.34194, -1.49177)
C (2.08645, -4.95176, 1.20634)
C (3.46170, -5.37131, 0.75247)
C (4.22978, -4.51355, -0.03394)
C (5.48216, -4.90791, -0.47351)
C (5.98261, -6.15922, -0.13147)
C (5.22567, -7.01389, 0.65237)
C (3.96692, -6.61919, 1.09040)
H (-0.17485, -6.28113, -0.36727)
H (1.55019, -6.69669, -0.46316)
H (0.46747, -6.43253, -2.73732)
H (1.82738, -5.31740, -2.48231)
H (-0.23508, -4.73081, -4.41826)
H (-1.39056, -3.58603, -3.71768)
H (-2.89359, -4.85866, -1.76366)
H (-4.53412, -6.69858, -1.59308)
H (-4.50662, -8.54308, -3.24081)
H (-2.82767, -8.54422, -5.05719)
H (-1.18433, -6.70826, -5.21721)
H (1.63601, -5.73548, 1.82024)
H (2.11263, -4.03063, 1.78422)
H (3.84172, -3.53569, -0.29117)
H (6.07466, -4.23384, -1.07798)
H (6.96234, -6.46297, -0.47531)
H (5.61035, -7.98768, 0.92494)
H (3.37502, -7.28697, 1.70626)
N (4.04901, 1.55943, -0.42786)
N (2.94255, 0.72212, -0.07368)
H (4.62192, 1.75943, 0.38531)
H (3.66851, 2.43735, -0.75726)
H (2.71860, 0.82401, 0.91324)
H (3.22705, -0.24023, -0.20413)
N (1.92224, 0.29818, 4.31940)
N (2.01917, 0.02665, 2.92132)
H (0.96828, 0.19989, 4.65211)
H (2.20075, 1.25949, 4.46348)
H (1.16225, 0.26524, 2.42929)
H (2.18124, -0.96476, 2.79936)



# 3
C29H23BCeClN2O6 | the ωB97M-V functional and the def2-TZVPD basis

Output
E_HOMO (alpha / beta), eV: -10.904 / -10.905
Charge: +1

Positions of all 63 atoms, in Å:
Ce (0.90026, 2.47973, -1.03794)
O (-4.17400, 5.55632, 0.53779)
C (-4.44093, 4.94709, -0.62258)
O (-5.48694, 5.07589, -1.21740)
C (-3.32290, 4.01136, -1.12130)
C (-3.48800, 3.23149, -2.26540)
Cl (-4.95777, 2.85211, -3.00244)
N (-2.33880, 2.53506, -2.47321)
N (-1.39567, 2.86496, -1.51080)
C (-1.99096, 3.79142, -0.67952)
C (-1.18421, 4.33629, 0.38882)
O (-1.59209, 5.02396, 1.31073)
O (0.11813, 4.02339, 0.26322)
C (-1.89893, 1.83903, -3.62923)
C (-2.13681, 2.26664, -4.95378)
C (-1.24035, 1.80198, -5.96409)
C (-0.23720, 0.86147, -5.69362)
C (-0.12550, 0.34932, -4.38835)
C (-1.00315, 0.76090, -3.40390)
H (-3.25792, 5.52346, 0.86385)
H (-2.85426, 3.09060, -5.18980)
H (-1.38027, 2.19873, -6.96961)
H (0.50294, 0.54097, -6.43762)
H (0.67819, -0.29799, -4.06139)
H (-0.90256, 0.29939, -2.38286)
C (0.10433, -4.69162, 3.49861)
C (-1.31251, -4.60233, 2.80733)
C (-1.46540, -5.80573, 1.88349)
C (-2.38050, -4.66198, 3.95667)
C (-1.46322, -3.31392, 2.02484)
C (-2.66227, -3.05073, 1.37901)
C (-2.90999, -1.85777, 0.60571)
C (-1.85457, -1.00685, 0.57714)
O (-1.74073, 0.19575, -0.15281)
B (-0.50390, 0.80732, 0.14260)
O (0.24463, -0.12977, 0.98041)
C (-0.56459, -1.23200, 1.21554)
C (-0.35636, -2.40036, 1.88621)
H (0.24605, -5.48321, 4.21830)
H (0.16974, -3.76586, 4.10297)
H (0.91058, -4.73265, 2.76623)
H (-1.33207, -6.79942, 2.37970)
H (-0.75224, -5.81254, 1.05361)
H (-2.45136, -5.83583, 1.39695)
H (-2.25062, -5.64579, 4.42089)
H (-3.40286, -4.61184, 3.52457)
H (-2.17841, -3.85208, 4.63198)
H (-3.44316, -3.82220, 1.39003)
H (-3.93452, -1.61607, 0.22414)
H (0.62965, -2.66574, 2.28303)
C (2.82169, 1.60640, -0.43700)
C (3.96375, 1.29117, -0.07637)
C (5.22898, 1.20429, 0.49394)
C (6.20463, 0.36474, -0.08925)
C (7.56529, 0.42864, 0.30167)
C (7.99653, 1.27252, 1.33652)
C (7.01929, 2.10847, 1.94373)
C (5.69151, 2.07217, 1.51125)
H (5.87198, -0.41368, -0.73005)
H (8.28800, -0.25740, -0.15920)
H (9.01590, 1.25408, 1.65156)
H (7.26529, 2.84288, 2.70003)
H (4.93115, 2.65536, 1.99647)



| no. | molecular weight (g/mol) |
| --- | --- |
| 1 | 893.376 |
| 2 | 733.709 |
| 3 | 681.892 |